1.
Computed, not measured: one molecule with the formula C5H7NO at a distorted geometry, with ωB97M-V/def2-TZVPD.

Bonds (Å) are listed after each position.
CARTESIAN COORDINATES (ANGSTROEM)
1 C -1.6540 0.4247 0.4856  C2 1.489, H8 1.093, H9 1.099, H10 1.092
2 C -0.4264 -0.3774 0.2247  C1 1.489, C3 1.361, C6 1.431
3 C -0.2453 -1.7135 0.0385  C2 1.361, O4 1.333, H11 1.086
4 O 0.9720 -2.0243 -0.4054  C3 1.333, C5 1.427
5 C 1.7267 -0.8248 -0.5718  O4 1.427, C6 1.417, H12 1.183
6 C 0.8704 0.1684 -0.0357  C2 1.431, C5 1.417, N7 1.362
7 N 1.3321 1.4336 0.1645  C6 1.362, H13 1.007, H14 1.014
8 H -2.5633 -0.1288 0.2359  C1 1.093
9 H -1.6436 1.3262 -0.1430  C1 1.099
10 H -1.6997 0.7458 1.5281  C1 1.092
11 H -0.9315 -2.5454 0.1639  C3 1.086
12 H 1.2664 -0.2660 -1.5068  C5 1.183
13 H 0.7154 2.2092 -0.0126  N7 1.007
14 H 2.2809 1.5723 -0.1657  N7 1.014

The calculation puts the relative energy (zero: lowest compared OMol25 entry of this formula, charge and spin) at 301.9 kJ/mol. As for the total energy: -8833.0740 eV. The charge is 0. The SMILES is Cc1cocc1N.

Here are the Löwdin charges for atoms 1 to 5, given in e: -0.05, -0.22, -0.08, -0.06, -0.10

=====

2.
Computed, not measured: one molecule with the formula C5H7NO at a distorted geometry, with ωB97M-V/def2-TZVPD.

Bonds (Å) are listed after each position.
CARTESIAN COORDINATES (ANGSTROEM)
1 H 1.9306 0.6062 -0.5076  N2 1.019
2 N 1.5616 0.7081 0.4370  H1 1.019, C3 1.256
3 C 0.3091 0.6981 0.5331  N2 1.256, C4 1.491, C5 1.558
4 C -0.3668 0.7588 1.8612  C3 1.491, H9 1.090, H10 1.086, H11 1.089
5 C -0.6679 0.5295 -0.6686  C3 1.558, O6 1.225, C7 1.457
6 O -1.6453 1.2626 -0.7512  C5 1.225
7 C -0.4551 -0.7092 -1.4061  C5 1.457, C8 1.316, H12 1.190
8 C 0.3811 -1.7168 -1.2755  C7 1.316, H13 1.082, H14 1.080
9 H -0.9538 -0.1454 2.0221  C4 1.090
10 H 0.3722 0.8638 2.6504  C4 1.086
11 H -1.0645 1.5953 1.8616  C4 1.089
12 H -0.7530 -0.0731 -2.3667  C7 1.190
13 H 0.8154 -1.9533 -0.3135  C8 1.082
14 H 0.5364 -2.4246 -2.0762  C8 1.080

The calculation puts the relative energy (zero: lowest compared OMol25 entry of this formula, charge and spin) at 260.0 kJ/mol. As for the total energy: -8833.5079 eV. The charge is 0. The SMILES is [H]/N=C(/C)C(=O)C=C.

Here are the Löwdin charges for atoms 1 to 5, given in e: 0.06, 0.15, -0.38, -0.03, -0.39

=====

Calculated HOMO (eV), listed in the same order as above: -8.3, -9.3
Calculated Kohn-Sham gap (eV), listed in the same order as above: 8.95, 9.01